(1)
Below is a 3-piece molecular cluster, C2H7OS2 overall in a non-equilibrium geometry, with properties calculated with ωB97M-V/def2-TZVPD.

Properties
relative energy (zero: lowest compared OMol25 entry of this formula, charge and spin) = 1.699 eV
total charge = -1
E_tot = -25905.1959 eV
E_LUMO = 0.1351 Ha
spin multiplicity = 1

The geometry in XYZ format:
```
12
Properties=species:S:1:pos:R:3:nbo_charge:R:1
C -2.1454 0.6061 -0.4426 0.287
O -3.3450 0.5101 -0.5374 -0.568
H -1.6326 1.0612 0.4271 0.111
H 0.6500 -1.5604 -3.1022 -0.014
H -1.4120 0.2957 -1.2050 0.137
C 1.3550 -0.1753 1.8403 -0.772
S 1.6081 -0.3787 0.0591 -0.040
S 1.1130 1.3493 -0.8258 -0.749
H 1.9890 -0.8556 2.4145 0.197
H 0.3389 -0.4773 2.1187 0.183
H 1.4351 0.8856 2.0822 0.218
H 0.0460 -1.2608 -2.8287 0.011
```

=====

(2)
Below is C30H25BrLiN4O3 as an isolated structure, with properties calculated with ωB97M-V/def2-TZVPD.

Properties
relative energy (zero: lowest compared OMol25 entry of this formula, charge and spin) = 0.706 eV
total charge = -1
E_tot = -113870.3993 eV
E_LUMO = 0.0885 Ha
spin multiplicity = 1

The geometry in XYZ format:
```
64
Properties=species:S:1:pos:R:3:nbo_charge:R:1
Li -0.7338 -0.3106 -0.1879 0.851
C 2.7465 -1.7402 -1.1190 -0.263
O 1.8370 -0.6424 -1.1280 -0.482
C 2.3054 0.5540 -0.7106 0.264
C 3.5875 0.8019 -0.2529 -0.319
C 3.8977 2.0776 0.2142 -0.083
Br 5.6673 2.4105 0.8276 0.025
C 2.9640 3.0802 0.2739 -0.218
C 1.6627 2.8245 -0.1792 -0.152
C 1.3518 1.5900 -0.7209 0.349
O 0.1492 1.2597 -1.2664 -0.687
C 0.6336 3.8534 0.0114 0.377
N 0.8156 5.1412 -0.1081 -0.467
C -0.3998 5.7037 0.2497 0.071
C -0.7801 7.0440 0.3143 -0.205
C -2.0675 7.3296 0.7256 -0.241
C -2.9700 6.3097 1.0702 -0.227
C -2.6165 4.9755 1.0045 -0.239
C -1.3209 4.7005 0.5820 0.166
N -0.6391 3.5165 0.3959 -0.584
H 3.1137 -1.9310 -0.1094 0.188
H 3.5813 -1.5439 -1.7977 0.163
H 2.1779 -2.6050 -1.4430 0.241
H 4.3329 0.0225 -0.2445 0.239
H 3.1964 4.0560 0.6740 0.243
H -0.4726 1.9991 -1.2237 0.513
H -0.0782 7.8248 0.0515 0.213
H -2.3914 8.3611 0.7876 0.203
H -3.9685 6.5753 1.3942 0.206
H -3.3072 4.1846 1.2683 0.242
H -0.9388 2.5942 0.6939 0.458
O -2.3319 0.7965 -0.1740 -0.820
C -3.0366 1.2686 0.7745 0.410
C -4.3511 1.7780 0.5307 -0.301
C -5.1320 2.3166 1.5213 -0.200
C -4.6589 2.4144 2.8378 -0.339
C -3.3947 1.9381 3.1128 -0.112
C -2.5782 1.3579 2.1338 -0.284
C -1.2546 0.8481 2.4998 0.379
N -0.2589 0.5305 1.6842 -0.567
C 0.7858 0.1208 2.4826 -0.083
C 0.4311 0.1898 3.7900 -0.108
N -0.8649 0.6570 3.7906 -0.526
H -4.7072 1.7086 -0.4900 0.212
H -6.1241 2.6822 1.2790 0.201
H -5.2620 2.8611 3.6168 0.202
H -3.0176 2.0459 4.1256 0.174
H 1.7187 -0.2130 2.0582 0.217
H 0.9568 -0.0531 4.6958 0.212
H -1.4522 0.7700 4.5952 0.413
C -1.2522 -2.4214 0.1955 -0.858
C -0.1667 -3.3112 0.1467 -0.017
C 0.1067 -4.1495 -0.9805 -0.259
C 1.1867 -5.0072 -1.0205 -0.226
C 2.0964 -5.0961 0.0365 -0.381
C 1.8532 -4.2969 1.1566 -0.195
C 0.7735 -3.4407 1.2187 -0.318
H -1.5710 -2.0687 1.1745 0.188
H -2.0462 -2.5120 -0.5405 0.194
H -0.5778 -4.1129 -1.8223 0.184
H 1.3320 -5.6250 -1.9024 0.189
H 2.9384 -5.7753 0.0002 0.192
H 2.5281 -4.3516 2.0066 0.187
H 0.6131 -2.8438 2.1116 0.193
```

=====

> Which of these has the highest E_tot?

C2H7OS2

=====

> Among the records above, which one has the lowest E_LUMO?

C30H25BrLiN4O3